# C35H23Br5MnN9O7S

C35H23Br5MnN9O7S as an isolated structure in a non-equilibrium geometry (ωB97M-V with the def2-TZVPD basis set, the Open Molecules 2025 dataset).

charge: -1
expectation value of S²: 0.767
multiplicity: 2
M: 1168.15 g mol⁻¹

```
81
Properties=species:S:1:pos:R:3:forces:R:3:lowdin_spin:R:1
Br 1.180 -3.013 3.693 -0.014 -0.126 -0.174 0.00
N 1.601 -3.743 -1.573 0.149 0.048 0.011 0.00
C 2.629 -1.038 -0.979 0.066 -0.029 -0.317 0.00
H 3.154 -6.268 -4.769 0.110 -0.037 -0.082 0.00
C 2.743 -3.237 -2.130 -0.253 -0.500 -0.232 0.00
O 2.465 1.077 0.060 0.133 -0.525 -0.438 0.00
O -4.289 2.231 2.753 -0.201 0.070 -0.300 0.00
C 1.331 -4.910 -2.222 0.306 -0.428 -0.491 0.00
O 0.801 1.932 2.423 -0.591 0.132 -1.351 0.00
C -2.924 4.399 2.052 0.411 -0.592 -0.344 0.00
N -0.264 0.548 -1.648 -1.973 -0.467 -0.112 0.00
H 5.051 1.355 -0.766 -0.054 0.054 0.027 0.00
C -2.122 0.384 -3.194 -0.160 -0.424 1.296 0.00
N -3.915 -1.280 1.121 -0.555 -0.031 -0.770 0.00
N -1.913 2.065 1.874 -0.899 0.485 0.396 0.02
C 4.546 0.439 -1.030 -0.122 0.024 -0.034 0.00
C 5.223 -0.518 -1.777 0.058 -0.096 -0.026 0.00
Br 1.187 3.395 5.092 0.046 0.149 -0.109 0.00
N -1.843 -0.395 0.411 0.482 1.018 -2.365 0.00
H -0.423 -7.679 -2.869 -0.046 -0.062 0.016 0.00
H 5.165 -2.454 -2.726 0.095 0.007 -0.007 0.00
C -3.367 6.627 1.388 0.017 -0.147 0.042 0.00
C 0.352 -6.930 -2.936 -0.130 -0.016 0.065 0.00
C -2.355 -0.349 -0.862 -2.004 -1.411 3.789 0.00
Br 7.005 -0.144 -2.320 0.019 0.020 -0.002 0.00
C -4.331 -1.189 -0.148 -0.004 -0.455 1.539 0.00
Br 1.764 1.181 7.504 0.073 0.160 0.256 0.00
N 3.227 -3.999 -3.083 0.368 0.473 -0.014 0.00
H -1.801 1.156 -5.159 -0.054 -0.004 -0.024 0.00
H 0.714 -0.630 -0.969 0.580 -0.343 0.564 0.00
H -4.258 5.684 3.114 -0.095 0.037 0.085 0.00
H -6.003 -1.321 -1.269 -0.038 -0.048 0.008 0.00
C -1.477 2.893 0.951 0.356 -0.569 0.001 0.00
C 4.653 -1.714 -2.132 -0.014 0.047 0.076 0.00
C -2.057 4.241 0.978 -0.230 0.981 -0.083 0.00
H 2.232 2.920 0.826 0.063 -0.120 0.056 0.00
C -3.588 5.577 2.275 -0.120 0.238 0.096 0.00
C -1.393 0.994 -4.171 1.423 0.592 -0.155 0.00
H -1.153 5.159 -0.736 0.071 -0.019 -0.057 0.00
C 1.501 -0.747 5.435 0.069 0.342 0.368 0.00
C 1.364 -7.080 -3.889 0.025 -0.180 -0.169 0.00
C -1.830 5.291 0.094 -0.022 -0.458 0.275 0.00
N -3.612 -0.737 -1.156 1.453 0.675 -1.040 0.00
N -5.591 -1.629 -0.407 0.075 0.078 -0.095 0.00
H -3.882 7.563 1.533 -0.059 0.124 0.042 0.00
C 2.368 -5.055 -3.179 -0.647 -0.130 0.492 0.00
H 1.343 -7.948 -4.533 0.012 -0.056 -0.053 0.00
C 0.317 -5.844 -2.086 -0.073 0.019 0.047 0.00
O -2.445 2.858 4.217 -0.003 0.309 -0.261 0.00
C 0.994 1.143 3.418 0.360 -0.768 0.841 0.00
O 0.614 -0.574 1.912 0.400 -1.677 0.279 0.00
H 3.899 2.306 0.933 -0.068 -0.035 -0.024 0.00
C 1.482 0.611 5.734 0.070 -0.551 0.133 0.00
Mn 0.008 0.822 0.846 0.101 0.610 -0.039 0.98
Br 1.889 -2.007 6.779 0.040 -0.222 0.180 0.00
C 3.345 -1.985 -1.722 0.048 0.869 0.468 0.00
H -3.024 -1.029 3.305 0.027 0.001 -0.065 0.00
C 3.238 0.190 -0.643 -0.181 0.008 0.237 0.00
O 1.352 -1.308 -0.605 0.029 -0.002 -0.438 0.00
H 1.083 -3.304 -0.828 0.050 0.119 -0.026 0.00
H -1.592 -0.193 2.916 0.298 -0.175 0.016 0.00
C 0.422 1.151 -2.621 0.397 -0.033 0.453 0.00
H -2.349 7.312 -0.368 0.000 0.026 0.014 0.00
S -2.976 2.806 2.883 0.332 -0.396 0.297 0.00
C 1.229 -1.183 4.141 -0.195 0.202 -0.394 0.00
N -2.273 -0.888 2.647 -0.274 0.392 -0.714 0.00
H -0.461 -5.717 -1.350 -0.127 -0.047 0.088 0.00
C -2.685 -0.833 1.354 -0.133 -0.563 1.381 0.00
C 3.008 2.363 0.302 -0.035 0.402 0.165 0.00
O -0.605 2.526 0.115 -0.461 1.103 -0.548 0.00
C -2.499 6.482 0.311 -0.079 0.168 -0.020 0.00
H 3.250 2.869 -0.637 0.061 -0.076 -0.048 0.00
H 1.444 1.423 -2.379 -0.048 -0.017 0.093 0.00
H -6.186 -1.761 0.394 0.021 0.039 -0.045 0.00
C 2.378 -6.156 -4.029 -0.036 0.060 0.064 0.00
C 1.236 1.544 4.733 -0.135 0.088 -0.390 0.00
C 0.942 -0.268 3.132 0.180 0.491 0.428 0.00
H 0.532 1.902 -4.614 0.076 0.051 -0.024 0.00
C -0.079 1.414 -3.872 -1.176 -0.343 -0.475 0.00
C -1.566 0.187 -1.911 2.493 1.441 -2.270 0.00
H -3.129 0.039 -3.348 -0.135 0.026 -0.055 0.00
```
Positions in Å, forces in eV/Å.

# C35H23F6N4O8P2RuSe

C35H23F6N4O8P2RuSe as an isolated structure in a non-equilibrium geometry (ωB97M-V with the def2-TZVPD basis set, the Open Molecules 2025 dataset).

charge: -1
multiplicity: 1
M: 983.55 g mol⁻¹

```
80
Properties=species:S:1:pos:R:3:forces:R:3:lowdin_charge:R:1
P 1.692 -1.109 0.276 0.498 0.409 -0.210 1.04
F -3.246 -2.895 1.699 -0.023 0.026 -0.031 -0.21
C -0.550 -3.063 -3.976 -0.087 0.056 0.109 -0.06
H -1.848 -1.705 -2.924 0.002 -0.013 0.028 0.09
C 3.872 2.915 0.125 0.029 -0.044 0.022 -0.08
O -2.170 7.029 3.373 -0.075 -0.006 0.056 0.07
C 0.672 -3.665 -4.038 0.101 -0.023 0.022 -0.03
N -3.134 0.643 -1.518 -0.092 0.152 -0.144 0.09
C 2.751 1.201 1.386 0.012 -0.021 0.008 -0.10
O 0.269 1.959 -4.094 0.212 -0.083 0.044 0.07
N -1.822 0.538 -1.732 -0.836 -0.426 0.882 -0.03
C 3.344 2.453 1.324 -0.013 0.016 -0.032 -0.07
H 3.117 -4.809 -3.765 0.004 0.049 -0.013 0.11
H -0.360 4.183 1.452 -0.006 0.008 0.015 0.13
H 4.567 -2.417 4.093 -0.028 0.025 0.007 0.10
C -3.623 3.197 3.282 0.103 -0.020 -0.063 -0.04
C 3.623 -2.560 3.583 -0.007 0.010 -0.065 -0.08
H 2.293 0.866 2.312 0.019 0.032 -0.001 0.07
H 4.192 -2.751 -0.164 -0.018 -0.018 0.008 0.11
F -2.200 -2.005 -0.146 0.342 0.074 0.047 -0.23
C -3.145 4.494 3.374 -0.133 0.058 0.128 0.00
C 2.298 -2.240 -0.999 -0.135 0.025 -0.090 -0.29
H -1.018 2.692 -4.806 -0.006 -0.003 0.019 0.07
O -4.043 3.095 -4.764 0.041 0.064 -0.019 0.09
C -0.077 -0.257 3.868 -0.091 -0.010 0.086 -0.81
H 2.957 -4.101 4.917 -0.023 0.029 -0.007 0.10
H -4.758 1.634 -2.470 0.050 -0.051 0.016 0.15
H 4.218 2.476 -1.951 0.025 -0.014 0.050 0.10
F -3.985 -0.922 0.791 -0.044 0.061 -0.087 -0.19
C -0.858 -2.143 -2.944 -0.059 -0.148 -0.255 -0.08
O -1.860 3.088 -5.174 -0.006 0.019 -0.022 0.12
N 0.881 0.287 4.232 -0.027 0.018 -0.101 0.04
F -3.459 -3.913 -0.332 0.017 -0.066 -0.056 -0.13
H 4.727 -4.383 -1.960 -0.012 0.024 -0.011 0.10
Ru -0.297 -0.376 -0.639 0.144 1.860 -1.481 1.22
C -2.926 2.740 -4.471 -0.007 -0.088 0.055 -0.50
C 1.206 -2.935 2.267 0.065 0.010 -0.053 -0.13
C 3.488 -2.915 -0.971 0.098 -0.046 -0.109 -0.06
O -0.405 6.463 2.288 0.058 -0.039 -0.048 0.08
C 2.717 -3.507 4.044 -0.010 0.021 -0.026 -0.08
H -1.306 -3.292 -4.718 0.019 0.025 0.010 0.11
C 3.835 2.111 -1.005 -0.028 -0.085 -0.052 -0.07
Se -1.564 -1.127 3.266 0.135 0.157 0.314 0.81
C 0.073 -1.820 -1.994 -0.174 -0.221 0.749 -0.22
F -4.216 -1.953 -1.224 -0.021 0.029 -0.123 -0.16
H 0.266 -3.077 1.747 -0.025 -0.017 0.064 0.09
C 1.347 -2.475 -2.020 -0.049 -0.024 0.026 -0.18
C 2.895 -4.075 -2.999 -0.091 -0.016 -0.032 -0.03
C 1.506 -3.690 3.391 0.050 -0.028 -0.014 -0.08
C -2.698 1.865 -3.290 -0.045 0.057 -0.104 -0.03
C -1.033 1.610 1.044 -0.431 0.391 0.525 -0.58
O -0.200 1.956 0.200 0.345 -0.835 -0.397 0.05
C -1.266 3.903 1.971 0.212 0.036 -0.137 0.08
C -0.098 1.309 -3.115 0.288 0.076 -0.079 -0.51
C -1.533 1.273 -2.773 0.047 0.101 -0.244 -0.14
C 3.318 -1.787 2.471 -0.026 -0.033 0.044 -0.09
C -2.926 2.252 2.540 -0.174 -0.016 0.026 0.00
C 3.269 0.844 -0.943 0.122 0.042 0.048 -0.09
H 3.223 0.228 -1.832 -0.018 0.022 -0.010 0.10
C -1.754 2.608 1.885 0.031 -0.128 0.032 -0.10
N -1.475 6.213 2.800 -0.009 -0.153 0.008 -0.35
C -1.971 4.820 2.719 0.011 0.141 -0.053 -0.13
P -3.756 -2.457 0.244 -0.005 -0.097 0.158 0.16
H 0.910 -4.359 -4.837 -0.026 -0.001 0.042 0.11
C 1.649 -3.404 -3.041 -0.013 -0.028 -0.013 -0.16
H -3.571 0.129 -0.755 0.041 -0.072 -0.001 0.12
H 3.371 3.078 2.209 -0.031 -0.013 -0.017 0.11
O -1.349 0.367 1.173 0.500 -0.825 -0.876 -0.26
F -5.261 -2.831 0.617 -0.073 0.005 -0.019 -0.13
H 4.307 3.905 0.069 -0.009 -0.017 0.008 0.10
H -3.294 1.238 2.452 0.034 -0.007 0.020 0.09
C 2.729 0.385 0.253 -0.102 -0.016 0.058 -0.35
H 0.792 -4.415 3.761 -0.001 0.015 -0.035 0.11
H -3.663 5.254 3.939 -0.004 -0.015 -0.008 0.12
C 3.790 -3.842 -1.991 0.061 0.065 0.082 -0.07
H 4.009 -1.027 2.131 0.029 -0.035 0.001 0.10
C -3.701 1.425 -2.448 0.013 -0.008 0.092 0.04
C 2.108 -1.977 1.808 -0.354 -0.066 0.081 -0.35
H -4.542 2.922 3.781 0.015 0.007 0.016 0.11
O 0.677 0.638 -2.335 -0.326 -0.340 1.138 -0.07
```
Positions in Å, forces in eV/Å.

Which energy above the lowest of the compared OMol25 structures with the same formula, charge and spin belongs to each record? In order, 296.3; 208.9 kJ/mol.